1.
DFT (ωB97M-V/def2-TZVPD) results for a 9-piece molecular cluster, C16H32BBr12N2O8 overall in a non-equilibrium geometry.

Geometry (Å):
1 N 2.27 5.46 -10.62
2 H 2.63 5.91 -11.47
3 H 1.90 4.54 -10.88
4 H 1.49 6.00 -10.21
5 H 3.06 5.42 -9.90
6 N 7.48 2.59 -14.43
7 H 6.48 2.85 -14.49
8 H 7.61 1.57 -14.40
9 H 7.88 3.08 -13.58
10 H 7.90 3.00 -15.27
11 O 9.26 4.20 -13.11
12 C 8.80 4.95 -12.32
13 O 7.77 4.69 -11.53
14 B 7.54 5.85 -10.63
15 O 8.38 6.92 -11.19
16 C 9.25 6.40 -12.04
17 O 10.22 6.89 -12.47
18 O 7.84 5.58 -9.25
19 C 6.73 5.49 -8.52
20 O 6.60 5.23 -7.39
21 C 5.58 5.99 -9.44
22 O 6.10 6.28 -10.61
23 O 4.43 6.07 -9.16
24 Br 14.08 9.33 -11.14
25 C 12.97 9.07 -12.73
26 C 11.96 10.18 -12.93
27 Br 11.56 10.28 -14.82
28 H 12.60 8.05 -12.82
29 H 13.73 9.15 -13.51
30 H 12.41 11.13 -12.68
31 H 11.05 9.99 -12.36
32 Br 10.91 5.37 -8.63
33 C 11.72 7.15 -8.77
34 C 10.68 8.16 -9.16
35 Br 11.34 9.95 -8.79
36 H 12.51 7.08 -9.50
37 H 12.13 7.41 -7.80
38 H 9.70 8.04 -8.72
39 H 10.50 8.14 -10.24
40 Br 4.64 9.54 -13.34
41 C 6.45 10.04 -12.77
42 C 6.57 10.25 -11.29
43 Br 8.23 11.12 -10.86
44 H 6.66 10.95 -13.33
45 H 7.10 9.28 -13.18
46 H 6.53 9.31 -10.75
47 H 5.75 10.85 -10.91
48 Br 13.65 5.45 -12.68
49 C 12.27 4.37 -11.86
50 C 12.24 3.02 -12.51
51 Br 11.36 1.74 -11.27
52 H 11.34 4.92 -11.90
53 H 12.53 4.22 -10.82
54 H 13.22 2.57 -12.63
55 H 11.65 2.92 -13.41
56 Br 3.60 2.13 -8.99
57 C 4.13 1.45 -7.22
58 C 5.47 2.06 -6.84
59 Br 5.76 1.61 -4.98
60 H 4.18 0.37 -7.33
61 H 3.37 1.70 -6.49
62 H 5.54 3.11 -7.06
63 H 6.29 1.59 -7.38
64 Br 4.15 7.48 -4.40
65 C 3.60 6.32 -5.83
66 C 2.77 7.01 -6.90
67 Br 1.14 7.81 -6.20
68 H 3.01 5.52 -5.38
69 H 4.49 5.88 -6.26
70 H 2.46 6.33 -7.69
71 H 3.32 7.79 -7.43

As for the total charge: +1. Its orbital gap is 7.1 eV. Its LUMO energy is -3.920 eV. As for the total energy: -877657.3448 eV. The HOMO energy is -10.9711 eV. The value obtained for the relative energy (zero: lowest compared OMol25 entry of this formula, charge and spin) is 0.0 kcal/mol.

2.
DFT (ωB97M-V/def2-TZVPD) results for C19H24FNO5S in the gas phase in a non-equilibrium geometry.

Geometry (Å):
1 C -2.81 -3.55 0.40
2 C -3.13 -2.47 -0.62
3 C -1.84 -1.96 -1.28
4 O -3.81 -1.44 0.08
5 C -4.52 -0.52 -0.72
6 C -5.23 0.49 0.18
7 C -4.30 0.99 1.30
8 N -2.97 1.25 0.83
9 C -2.49 2.48 0.56
10 O -3.09 3.52 0.78
11 C -1.12 2.45 -0.01
12 C -0.20 3.45 -0.16
13 C 0.95 2.85 -0.72
14 C 0.64 1.52 -0.89
15 C 1.43 0.37 -1.33
16 S 1.82 -0.67 0.15
17 O 0.59 -0.92 0.86
18 O 2.57 -1.81 -0.29
19 C 2.88 0.39 1.23
20 C 4.29 0.20 0.82
21 C 5.05 -0.85 1.33
22 C 6.34 -1.06 0.90
23 C 6.91 -0.23 -0.05
24 C 6.18 0.81 -0.58
25 C 4.88 1.01 -0.14
26 F 4.17 2.03 -0.67
27 O -0.61 1.28 -0.45
28 H -2.12 -3.16 1.14
29 H -3.72 -3.88 0.90
30 H -2.35 -4.41 -0.10
31 H -3.80 -2.87 -1.40
32 H -2.05 -1.17 -2.00
33 H -1.16 -1.58 -0.51
34 H -1.35 -2.78 -1.80
35 H -5.25 -1.05 -1.35
36 H -3.83 0.01 -1.39
37 H -5.56 1.32 -0.44
38 H -6.10 0.03 0.64
39 H -4.69 1.92 1.72
40 H -4.24 0.23 2.08
41 H -2.41 0.44 0.61
42 H -0.33 4.48 0.10
43 H 1.87 3.32 -0.98
44 H 0.88 -0.30 -1.98
45 H 2.38 0.66 -1.78
46 H 2.52 1.41 1.09
47 H 2.68 0.05 2.24
48 H 4.60 -1.50 2.07
49 H 6.91 -1.88 1.31
50 H 7.93 -0.40 -0.38
51 H 6.59 1.48 -1.32

Its orbital gap is 9.4 eV. Its LUMO energy is 0.606 eV. As for the total energy: -45372.4919 eV. The HOMO energy is -8.8324 eV. The value obtained for the relative energy (zero: lowest compared OMol25 entry of this formula, charge and spin) is 0.0 kcal/mol.

3.
DFT (ωB97M-V/def2-TZVPD) results for a 2-piece molecular cluster, C5H7N3O4S overall in a non-equilibrium geometry.

Geometry (Å):
1 C 0.42 2.31 2.17
2 S -0.31 0.87 1.38
3 C -0.07 0.90 -0.39
4 O 0.82 1.80 -0.81
5 N -0.81 0.35 -1.20
6 C -1.71 -0.63 -0.89
7 C -1.30 -1.87 -0.43
8 N -2.34 -2.85 -0.19
9 O -1.96 -3.79 0.44
10 O -3.50 -2.54 -0.55
11 H 1.54 2.26 1.85
12 H 0.35 2.18 3.20
13 H -0.23 3.16 1.91
14 H 0.89 2.02 -1.72
15 H -2.76 -0.52 -1.07
16 H -0.35 -2.19 -0.33
17 N 2.36 -0.48 -0.27
18 C 2.88 -0.41 -1.32
19 O 3.32 -0.38 -2.40
20 H 2.74 -0.20 0.58

Its orbital gap is 9.1 eV. Its LUMO energy is -0.097 eV. As for the total energy: -28789.3346 eV. The HOMO energy is -9.2354 eV. The value obtained for the relative energy (zero: lowest compared OMol25 entry of this formula, charge and spin) is 8.0 kcal/mol.

4.
DFT (ωB97M-V/def2-TZVPD) results for a 2-piece molecular cluster, C9H11O3 overall in a non-equilibrium geometry.

Geometry (Å):
1 C 0.19 -4.28 0.32
2 C -0.49 -0.16 -0.66
3 C 0.67 -0.54 0.07
4 C -1.38 -1.10 -1.17
5 C 0.90 -1.89 0.29
6 C -1.15 -2.44 -0.84
7 C -0.12 -2.81 0.00
8 O -0.62 1.14 -0.97
9 H 0.15 1.66 -0.70
10 H 1.26 0.25 0.51
11 H -2.22 -0.83 -1.80
12 H 1.76 -2.28 0.83
13 H -1.90 -3.17 -1.11
14 H 1.21 -4.63 0.26
15 H -0.42 -4.92 -0.32
16 H -0.16 -4.45 1.35
17 C 0.32 5.00 0.35
18 C 0.39 3.55 0.88
19 O 1.12 2.73 0.24
20 O -0.34 3.27 1.86
21 H 1.32 5.36 0.10
22 H -0.21 5.60 1.08
23 H -0.27 4.94 -0.57

As for the total charge: -1. Its orbital gap is 7.9 eV. Its LUMO energy is 3.312 eV. As for the total energy: -15655.7899 eV. The HOMO energy is -4.5592 eV. The value obtained for the relative energy (zero: lowest compared OMol25 entry of this formula, charge and spin) is 11.8 kcal/mol.

5.
DFT (ωB97M-V/def2-TZVPD) results for a 2-piece molecular cluster, C18H41N2O4P overall in a non-equilibrium geometry.

Geometry (Å):
1 C -0.66 -0.83 4.95
2 C -1.23 0.06 3.79
3 O -0.35 1.15 3.43
4 C -0.93 2.42 3.67
5 C -1.14 3.18 2.31
6 C -1.84 2.24 1.24
7 C -0.86 2.17 0.01
8 C -1.53 1.68 -1.33
9 N -0.99 0.33 -1.83
10 C 0.42 0.63 -2.19
11 O 1.39 0.14 -1.29
12 C 2.63 0.82 -1.41
13 C 3.57 0.24 -2.54
14 O 4.61 -0.53 -1.91
15 C 5.72 0.31 -1.58
16 C 6.79 0.16 -2.75
17 C -1.23 -0.57 -0.66
18 C -1.53 -2.07 -1.02
19 C -2.87 -2.11 -1.86
20 C -3.29 -0.68 -2.46
21 C -1.91 -0.02 -2.95
22 P -1.29 -1.18 -4.28
23 N -0.01 -2.07 -3.91
24 H -1.14 -1.85 4.84
25 H 0.45 -0.98 4.85
26 H -0.91 -0.43 5.96
27 H -2.29 0.35 3.96
28 H -1.24 -0.63 2.89
29 H -0.16 3.02 4.24
30 H -1.85 2.42 4.29
31 H -0.11 3.43 1.94
32 H -1.66 4.16 2.43
33 H -2.79 2.73 0.91
34 H -1.97 1.22 1.66
35 H 0.05 1.62 0.31
36 H -0.53 3.23 -0.18
37 H -1.45 2.46 -2.13
38 H -2.63 1.62 -1.12
39 H 0.73 0.29 -3.21
40 H 0.58 1.75 -2.25
41 H 2.54 1.93 -1.51
42 H 3.17 0.63 -0.45
43 H 3.03 -0.34 -3.32
44 H 4.10 1.10 -3.04
45 H 6.25 -0.04 -0.66
46 H 5.45 1.38 -1.43
47 H 7.83 0.29 -2.38
48 H 6.52 0.88 -3.55
49 H 6.61 -0.86 -3.17
50 H -0.44 -0.57 0.12
51 H -2.14 -0.23 -0.10
52 H -1.73 -2.58 -0.05
53 H -0.67 -2.61 -1.48
54 H -3.68 -2.36 -1.13
55 H -2.91 -2.91 -2.63
56 H -3.77 -0.14 -1.63
57 H -3.96 -0.81 -3.34
58 H -2.22 0.93 -3.46
59 H -1.02 -0.38 -5.44
60 H -2.35 -2.08 -4.64
61 H 0.73 -1.83 -4.57
62 C -1.61 -3.84 6.58
63 O -2.58 -3.28 5.85
64 H -1.90 -4.71 7.23
65 H -0.73 -4.27 6.03
66 H -1.08 -3.18 7.33

Its orbital gap is 2.8 eV. Its LUMO energy is -0.998 eV. As for the total energy: -39779.6191 eV. The HOMO energy is -3.7940 eV.